# C22H41N2O2P3SeSn

C22H41N2O2P3SeSn as an isolated structure at a distorted geometry (ωB97M-V with the def2-TZVPD basis set, OMol25).

CARTESIAN COORDINATES (ANGSTROEM)
H  -1.953  -0.832  3.691
H  -0.951  0.177  -4.070
H  4.624  -0.359  0.707
H  1.884  3.285  3.251
H  0.630  1.577  4.612
H  -1.179  -3.723  -1.432
H  -5.793  0.062  -1.029
H  3.139  3.136  -1.359
C  -2.234  2.222  -2.296
H  1.293  3.415  -2.893
C  3.343  -0.099  -2.460
H  1.048  -2.868  -3.205
H  0.533  3.361  2.063
C  2.922  0.600  3.150
C  3.830  1.459  -0.175
H  3.799  0.922  2.575
P  -0.456  1.786  -2.303
C  1.515  2.917  2.280
H  1.630  -4.358  -2.409
O  -0.514  -2.059  2.123
C  -3.528  0.124  1.430
C  -4.757  0.259  -0.740
H  4.087  2.083  0.687
C  3.876  -0.696  -1.302
H  0.235  4.006  -1.609
H  3.099  -2.972  0.399
H  -4.082  -0.221  -1.459
H  4.167  -1.752  -1.311
H  1.754  -3.541  1.401
H  0.140  -0.075  4.117
O  -1.999  -1.377  -1.762
H  -2.856  1.327  -2.200
C  -5.385  -1.154  1.256
C  3.045  1.272  -2.468
H  -1.015  -3.688  0.322
H  -0.644  1.824  -4.721
H  -0.360  3.998  -3.296
H  -4.570  1.338  -0.763
H  -0.116  -4.908  -0.620
H  2.330  -4.541  0.027
C  1.641  -3.259  -2.371
H  -2.460  2.847  -1.422
P  1.349  1.087  2.344
Sn  1.339  0.184  -0.529
C  0.187  -1.339  1.542
H  2.973  -0.494  3.232
C  -4.888  -1.326  2.510
H  -3.463  -0.817  4.648
C  -2.939  -0.362  3.803
H  3.221  -0.690  -3.376
H  -6.259  -1.560  0.786
H  -5.247  -1.904  3.339
H  -2.508  2.752  -3.222
H  0.714  0.771  -4.210
C  0.240  0.964  3.784
C  4.132  0.086  -0.165
H  2.668  -2.899  -2.512
C  0.250  3.455  -2.558
H  -0.760  1.328  3.519
H  2.956  1.034  4.161
C  -0.470  -3.868  -0.610
H  2.692  1.745  -3.390
C  2.144  -3.515  0.377
H  -2.783  0.706  3.998
P  0.947  -2.737  -0.765
H  2.205  3.240  1.489
Se  -2.138  1.260  1.054
C  -0.319  1.071  -3.986
N  -3.757  -0.542  2.609
N  -4.557  -0.262  0.607
C  3.298  2.053  -1.327
C  -0.942  -0.939  -1.566

Values from the calculation:
DFT total energy = -129556.4695 eV
E_HOMO (spin up / spin down) = -20.11 / -19.48 eV
charge = +4
HOMO-LUMO gap (spin up / spin down) = 5.44 / 5.18 eV